The following is a DFT calculation (ωB97M-V/def2-TZVPD) of a 6-piece molecular cluster, C19H49Br3ClN6O12P2 overall in a non-equilibrium geometry.

The geometry in XYZ format:
```
92
Properties=species:S:1:pos:R:3:forces:R:3:mulliken_charge:R:1
Br -5.025375 -6.874821 6.059343 -0.9 0.4 -0.2 -0.026
Br -7.353347 -7.473718 3.779179 1.3 1.4 0.8 -0.046
Br -6.894751 -4.335872 4.837985 0.6 -1.4 0.0 0.011
Cl -2.066336 -1.905685 0.047258 0.1 -2.9 -2.9 1.575
P 5.413607 -7.842286 -0.094849 0.1 0.3 -0.7 0.301
P -0.258176 6.087421 -2.885588 0.3 0.8 -2.2 0.315
O -11.251062 3.594356 0.522069 3.2 2.2 0.7 -0.545
O 1.647092 3.906386 4.418622 -0.7 -1.0 1.6 -0.524
O -1.197175 -1.831151 -1.098232 1.6 1.5 0.2 -0.651
O 0.818349 5.607905 5.632834 1.2 -0.6 -1.0 -0.310
O 0.084744 3.640152 6.215373 2.2 -0.6 -1.4 -0.299
O -2.610308 -0.635394 0.396474 0.0 0.7 0.8 -0.613
O -1.373198 -2.565849 1.133077 -0.3 0.8 0.5 -0.638
O 0.670519 5.172531 -2.182825 -0.9 0.5 0.1 -0.802
O -3.093710 -2.783789 -0.489295 -1.4 -0.1 1.5 -0.673
O 5.202681 -6.328316 -0.029581 0.0 -3.5 -0.3 -0.821
O -9.986405 5.191266 1.681058 -0.4 -1.9 -0.8 -0.321
O -8.957802 3.447946 0.572560 -0.2 1.1 -0.1 -0.282
N 5.389004 -8.504947 1.481407 2.0 -0.2 -1.1 0.284
N 4.203664 -8.764089 -0.974181 -0.4 1.1 -0.7 0.154
N 6.922424 -8.320458 -0.842774 -1.5 -1.2 0.1 0.324
N -1.898284 6.105982 -2.519796 -1.0 -0.3 -1.3 0.179
N -0.254767 5.795887 -4.627466 -0.7 0.5 0.8 0.253
N 0.215387 7.719224 -2.734240 -0.3 -1.0 0.3 0.239
C -8.783740 5.406743 2.452416 1.0 1.1 -0.7 -0.670
C 4.097759 -10.244487 -1.053751 0.6 1.2 1.7 -1.135
C -8.918418 2.365466 -0.384476 -0.6 -0.7 0.2 -0.624
C 0.117371 2.164118 6.343723 -0.8 0.7 -0.1 -0.609
C -2.908251 6.332449 -3.637115 1.2 -0.2 1.6 -1.029
C -0.666303 4.391138 -5.015651 1.2 1.1 0.0 -1.009
C 8.185109 -7.852271 -0.332620 -0.5 1.1 1.8 -1.168
C -6.033467 -6.087799 4.557249 -0.2 -0.7 -0.1 -0.300
C -10.147624 4.066360 0.838586 -1.1 -1.6 0.9 0.719
C 0.967269 4.276393 5.343770 -1.2 0.7 0.0 0.764
C -2.450623 6.128735 -1.144452 2.3 -0.2 -1.1 -1.075
C 0.504622 6.635934 -5.658885 0.2 -1.1 2.6 -0.943
C 1.761230 6.438970 4.911525 0.5 1.2 -0.1 -0.731
C 4.629296 -7.726427 2.404809 -1.3 -0.8 1.4 -1.118
C -0.713627 8.823946 -2.999759 0.4 0.3 0.3 -0.946
C 1.667748 8.013020 -2.615705 -0.7 -0.4 -0.5 -1.096
C 7.041012 -8.827491 -2.230502 0.3 0.2 0.7 -1.046
C 6.110850 -9.696482 1.972946 0.2 0.1 -1.7 -1.067
C 2.802756 -8.176877 -1.135381 1.8 0.5 0.7 -0.953
H -1.674214 4.089196 -4.730970 -0.1 0.5 0.0 0.260
H -0.158800 9.697939 -2.658564 -0.4 0.4 -0.3 0.416
H 9.012150 -8.562248 -0.339164 0.0 -0.1 -1.0 0.407
H 1.079897 7.420711 -5.167681 -0.3 0.1 0.5 0.195
H 2.223787 7.082499 -2.501435 -0.3 -0.2 -0.2 0.307
H 0.585141 1.865296 7.281811 0.1 0.4 0.0 0.252
H -0.085838 7.185350 -6.392094 -0.2 -0.8 -0.3 0.264
H -1.117899 8.976393 -4.000478 1.0 -0.2 -0.9 0.277
H 0.556951 1.589752 5.528267 0.1 0.6 -0.2 0.336
H -0.947662 1.938128 6.396042 0.2 -0.3 0.0 0.229
H 3.531637 -10.585883 -0.187112 0.0 -0.2 0.4 0.414
H 1.978336 8.597830 -1.749898 -0.5 0.4 0.0 0.333
H -2.658146 7.168120 -0.890059 -0.7 -0.1 0.3 0.316
H -0.553753 4.317719 -6.097337 -0.2 -0.1 0.0 0.401
H 8.055298 -9.201340 -2.370376 0.2 -0.1 0.3 0.398
H 6.406618 -9.696630 -2.404392 -0.3 0.5 -0.3 0.284
H -1.691733 8.840992 -2.519007 0.3 -0.7 1.1 0.240
H 2.135942 -9.036778 -1.198914 -0.2 0.5 -0.1 0.417
H 4.918175 -6.706483 2.658509 0.1 0.1 -0.8 0.259
H -1.572275 5.834697 -0.569872 -0.3 -0.1 0.6 0.348
H 1.260697 7.357501 4.605132 -0.2 0.0 0.6 0.276
H 8.390495 -6.839985 -0.680755 0.7 -0.2 -0.6 0.360
H -7.912953 1.980944 -0.555559 0.3 0.9 0.4 0.272
H 2.631672 6.671959 5.524828 -0.4 0.1 0.6 0.283
H 7.092904 -9.482676 2.394801 -0.3 0.3 0.9 0.331
H 1.324338 5.985711 -5.964455 -0.3 0.0 -1.1 0.461
H 5.103438 -10.647338 -0.933704 -0.1 -0.4 -0.5 0.333
H 3.594132 -7.844146 2.084378 -0.3 1.0 0.1 0.335
H -5.180709 -5.961848 3.890130 -0.8 0.1 -0.5 0.362
H 4.608469 -8.234634 3.368852 0.3 -0.3 0.1 0.429
H -3.258653 5.381396 -4.038145 0.2 0.1 -0.2 0.249
H -9.340537 2.643988 -1.350054 -0.2 0.1 0.2 0.275
H 6.424665 -10.330652 1.143824 -0.2 0.2 -0.6 0.329
H -9.421636 1.489751 0.025412 -0.5 0.2 0.0 0.281
H -8.187184 6.196480 1.995775 0.5 -0.6 -1.3 0.284
H 3.493810 -10.616916 -1.881187 0.7 0.3 -0.6 0.344
H 8.143217 -7.673397 0.741779 -0.6 0.0 0.3 0.337
H 5.486239 -10.394613 2.530237 0.0 0.5 0.6 0.423
H 2.737792 -7.476655 -1.968188 0.0 -0.5 -0.3 0.260
H 6.982274 -8.023229 -2.963844 -0.7 -0.1 -0.2 0.293
H -8.899378 6.037795 3.333609 -1.5 -1.0 0.7 0.304
H -3.782586 6.811401 -3.196401 0.1 0.3 -0.1 0.378
H 1.990138 8.481074 -3.545805 0.3 0.3 0.1 0.395
H 2.589489 -7.544685 -0.273440 -0.3 -0.3 0.2 0.293
H 2.273768 6.152655 3.993144 -0.9 -1.3 -0.1 0.332
H -3.227927 5.376886 -1.007964 -0.2 0.4 0.0 0.378
H -2.392237 6.954446 -4.368518 -0.6 -0.2 -0.3 0.381
H 0.003090 3.665008 -4.554421 0.1 0.0 0.0 0.313
H -8.160186 4.534402 2.648126 -0.4 0.0 -0.1 0.308
```
Forces are in eV/Å.

Output
Total charge: -1
DFT total energy, eV: -295227.5862
LUMO level, hartree: 0.037
Gap between HOMO and LUMO, eV: 6.0726